Record 1
A 13-piece molecular cluster, C48H129N15O20 overall in a non-equilibrium geometry, computed with ωB97M-V/def2-TZVPD.

Summary:
HOMO level ... -8.653 eV
Molecular weight ... 1236.64 g mol⁻¹
HOMO-LUMO gap ... 9.05 eV
LUMO level ... 0.400 eV
Strongest force on any atom ... 0.064 hartree/bohr

Structure (ORCA input):
```
! RIJCOSX wB97M-V def2-TZVPD def2/J DEFGRID3
* xyz 0 1
O -3.85539 -4.30140 3.23412
O -6.45061 4.62723 0.57388
O -0.47965 1.23909 2.50451
O -5.14415 1.75128 3.03051
O -3.73680 -5.08613 -1.25074
O -4.66600 4.74388 -3.27064
O -0.70084 -3.92728 -5.49521
O -7.31247 -5.77671 -0.67318
O 2.49829 -0.40836 0.63896
O 2.03043 3.54417 1.00246
O 5.38266 -0.37500 4.30424
O -1.08074 1.74659 -2.65542
O 8.83336 1.29778 -0.32915
O 2.71647 -0.82135 -4.48630
O -2.75297 -0.28186 -0.66074
O -1.30432 0.14541 -7.29121
O 6.08670 2.77467 6.13606
O -6.38610 0.73405 -1.64718
O 5.45200 -2.05192 -0.65136
O 0.70890 -4.46146 1.83422
N -7.09825 1.74023 1.86040
N 5.27669 -0.55909 -3.31559
N -3.94873 5.23307 -0.76458
N 0.99030 -1.19896 3.50158
N -5.48344 -3.97442 0.68951
N -5.21496 0.85261 0.95273
N 0.05328 -0.86296 -0.74238
N -2.27110 -3.76844 -3.76869
N -5.40417 1.63476 -3.47087
N -6.52633 2.94262 -1.92125
N 4.22031 3.72096 2.96640
N -1.51175 -0.97380 -5.32492
N -1.98709 1.31952 -5.44226
N -0.07918 -4.52174 -3.39295
N 7.63303 0.54268 2.45686
C 6.70535 -0.89725 4.21634
C 5.17566 3.57010 5.27712
C -5.33666 5.19370 1.27039
C -4.10687 4.73157 0.57011
C 6.50559 -1.44617 -1.35351
C -3.62006 -3.34497 2.18566
C 1.28620 3.96873 -0.05693
C 5.37926 1.84619 6.93937
C 8.81074 2.13747 -1.47462
C -6.09202 1.70377 -2.29889
C 7.78451 0.08650 3.82819
C 0.14396 1.88307 -3.42082
C -7.11309 -4.41785 -1.04390
C -2.64986 -4.43649 4.05734
C 5.92734 -0.17940 -2.04867
C -5.05877 5.29546 -4.59376
C -1.00879 0.32451 3.47993
C -2.97445 -5.95503 -0.37897
C 3.68522 0.01051 -5.09885
C 3.29627 0.48524 1.36402
C -6.79236 -3.59181 0.16008
C 1.37259 -1.08242 -1.37685
C -3.38705 -0.53538 -1.92002
C -4.90298 -2.89766 1.48213
C -1.45264 1.90299 1.76031
C 8.46941 2.08223 0.84616
C 4.73134 0.53252 -4.07146
C -3.05553 4.41942 -1.61667
C 1.25223 -3.21793 2.13949
C -2.14052 -1.61011 -0.19873
C -5.73035 1.47912 1.99881
C 0.23967 -2.22661 2.79930
C 2.33471 -0.08960 -0.74028
C -1.54877 0.14540 -6.08724
C -0.91695 -1.95188 -0.95704
C 4.91059 2.87729 3.95805
C -0.97821 -4.05998 -4.32472
C 4.39537 -1.37268 4.49618
C 2.19548 -1.76617 -5.36476
C 1.30670 -4.98937 0.72266
C 2.78361 3.81934 3.27183
C -7.74934 4.96780 1.02950
C 0.16025 -0.30010 4.25039
C 5.92832 -3.22956 -0.09906
C 1.99474 4.40672 2.08165
C -6.95647 -6.66918 -1.74150
C -3.20161 4.78824 -3.06016
C 8.73079 1.38583 2.11395
H -5.66843 -4.78932 1.28408
H 6.74887 -1.69037 3.44282
H -8.41027 4.07690 0.81011
H -7.61762 1.14601 1.26037
H 8.98415 3.05535 0.88856
H -2.84894 -1.30435 -2.47098
H 2.64177 1.39440 1.38071
H 4.56275 -1.16119 -3.04695
H -5.60943 -2.59809 2.25744
H 1.82560 -2.08593 -1.36408
H 2.30078 2.94072 3.65029
H 3.01888 -2.46893 -5.59135
H 1.26944 3.13069 -0.71859
H -0.57325 -2.89283 -0.46889
H 4.18263 1.28400 -3.43269
H 1.29635 -0.87524 -2.43033
H 4.61755 -2.01337 5.32779
H 1.49263 -0.66377 2.76198
H 6.99654 -1.32055 5.23764
H 4.23150 -0.65895 -5.83013
H 5.20767 0.26294 -1.33788
H 8.78004 2.10375 2.99352
H -1.68265 0.83995 4.17312
H 7.24213 -1.13782 -0.59895
H -2.89104 -2.37012 -0.27868
H 6.65844 -3.10659 0.67981
H 2.44030 5.39910 1.82096
H -5.92624 -6.45060 -2.15533
H 2.41983 -5.00896 0.70234
H 8.72372 -0.47531 4.00281
H -1.98141 -1.43497 0.87436
H 0.96240 -5.95636 0.57705
H 0.29308 4.34870 0.30748
H -5.36574 6.29787 1.20089
H 9.77516 0.89363 1.89116
H 0.83777 -4.74047 -3.65543
H 1.82208 -1.36585 -6.30375
H -2.80175 -6.89896 -0.92389
H -4.42043 -4.73571 -0.70783
H -5.24838 4.84409 2.27095
H -5.41986 2.40527 -4.09633
H -4.96452 4.54044 -5.38425
H -0.44252 -1.89347 2.02145
H -3.33227 5.08632 1.21312
H 6.93575 -2.10142 -2.16674
H 4.65231 2.38373 7.56235
H -0.34043 -2.86509 3.48774
H -2.86051 5.82540 -3.18206
H 4.80354 1.11880 6.31921
H 6.07975 1.36234 7.66631
H -0.91362 2.63645 1.16443
H -0.88728 1.06876 -1.96955
H -2.20611 -1.18509 -4.61908
H -8.06293 -3.96085 -1.37852
H -2.98994 -5.05251 4.90416
H 7.69818 0.95195 4.52939
H -1.95676 1.38781 -4.46257
H 7.41871 2.29175 0.69769
H -1.59514 -0.37425 2.90608
H -2.02600 -5.62649 0.07257
H -5.85048 0.60825 0.21544
H 6.29798 -3.93250 -0.86754
H 5.66624 4.47913 5.14323
H -6.98871 -7.71848 -1.34629
H 1.00646 -4.41402 -0.22856
H -2.01452 4.66624 -1.32367
H 0.83177 0.56360 4.50306
H -7.70952 5.19532 2.08285
H -2.97573 -3.84738 1.39087
H 3.43361 0.10865 2.38297
H -3.24366 3.35925 -1.48171
H 6.73896 0.54882 -2.24964
H -4.45906 -0.76590 -1.78011
H -5.23801 0.76426 -3.90758
H -3.10093 -2.49759 2.64082
H 3.37002 -0.94216 4.63080
H 4.31146 0.63818 0.85589
H -2.68008 4.05376 -3.72044
H 3.17300 0.78676 -5.65503
H 0.30000 1.14090 -4.23130
H 5.92524 2.55892 3.62468
H -7.58864 -3.68227 0.91917
H 1.37452 -2.18922 -4.75916
H 5.04416 -3.46871 0.45113
H 7.93114 2.76703 -1.44607
H -3.56640 -6.27850 0.51777
H 2.64637 4.59376 4.07301
H -6.06996 5.63465 -4.50426
H -6.12821 3.77864 -2.40331
H 1.69791 -2.73172 1.21645
H 4.31596 -2.05948 3.61436
H -0.35184 -4.99169 -2.51951
H -2.24829 -3.53520 4.51985
H 9.76955 2.70065 -1.55568
H -1.81756 -4.79273 3.46582
H -3.03773 -4.08057 -4.41487
H -8.10767 5.81259 0.45157
H 2.04579 -3.29708 2.91387
H 1.03309 4.55773 2.42394
H -1.91592 2.16288 -5.98245
H 1.85126 4.84464 -0.49034
H -3.31879 0.39078 -2.41042
H -2.05936 1.22632 1.08954
H 0.98168 1.88919 -2.74398
H 0.12777 -0.74869 0.25078
H 3.31247 -0.19590 -1.24390
H 5.50475 1.02636 -4.61301
H -4.37781 6.03005 -5.01024
H -2.29007 2.35358 2.38821
H -4.04157 3.58907 0.59076
H 7.59214 -0.24284 1.81570
H -2.47787 -4.16787 -2.88618
H -4.25515 0.47822 0.85086
H -7.58089 2.18975 2.65045
H 0.05311 2.84590 -3.94317
H 4.25692 3.68815 5.80810
H -6.73048 -2.47540 -0.07255
H -1.27531 -1.76764 -5.85067
H -4.86747 5.25796 -1.21558
H 8.64043 1.50757 -2.39504
H 2.00913 0.99266 -0.72666
H -7.71293 -6.77483 -2.54618
H -6.26767 -4.36040 -1.79716
H -0.26494 -0.79351 5.11151
H 4.38135 3.35800 1.98685
H -4.57040 -2.08523 0.83815
H -1.10401 -2.11442 -2.03796
H -6.83980 3.11116 -0.96634
H 4.40645 1.86339 4.03890
*
```

---

Record 2
C25H36AlN10OPS2 as an isolated structure, computed with ωB97M-V/def2-TZVPD.

Summary:
HOMO level ... -18.660 eV
Molecular weight ... 614.72 g mol⁻¹
ΔE to the lowest compared entry with this formula, charge and spin ... 16.47 kcal per mole
HOMO-LUMO gap ... 8.31 eV
LUMO level ... -10.346 eV
Strongest force on any atom ... 0.006 hartree/bohr

Structure (ORCA input):
```
! RIJCOSX wB97M-V def2-TZVPD def2/J DEFGRID3
* xyz 4 1
S -0.29553 -2.49340 -3.03129
S -0.40753 -2.72529 3.40126
P 2.99006 -0.07378 0.17731
Al 0.39886 0.47761 0.29592
O -0.44516 1.64882 -0.78193
N 0.30758 -0.21545 3.82344
N 5.66110 0.01505 -0.53327
N 0.02690 -0.96134 1.56338
N 0.18216 -0.93033 -1.05128
N 0.51516 1.94161 1.60099
N 5.11617 -1.02289 1.59803
N 4.60992 -2.17552 -0.45617
N 0.73247 -0.02895 -3.17834
N 0.96716 3.79918 2.71172
N -0.30076 3.26554 -2.34223
C 0.00231 -1.13681 2.90393
C -1.33246 4.22158 3.70010
C 5.02907 -2.32291 0.93613
C -2.59550 3.66994 3.71530
C 0.23746 -0.99607 -2.38875
C -1.94354 1.81643 2.27202
C 4.39503 0.80502 -0.66496
C -2.50545 2.62824 -1.55859
C 1.44049 2.84090 1.92067
C 6.05718 -0.18678 0.94685
C 0.54845 4.24668 -1.60901
C -0.66485 2.37315 2.24304
C -0.55123 -3.21110 1.75570
C -1.03462 2.44372 -1.57661
C -0.57246 -3.08510 -1.43443
C -0.26713 -2.14488 -0.52154
C -0.37889 3.53996 2.94768
C -2.89468 2.48403 3.01375
C 3.23111 -1.74439 -0.59429
C -1.61237 4.75477 -0.29227
C -0.38861 5.30957 -1.04371
C 3.82050 -0.40117 1.80717
C -2.72534 4.11694 -1.15211
C 5.53189 -1.38336 -1.18237
C -0.29877 -2.18255 0.93055
H -0.88192 3.75912 -3.01855
H -3.37562 4.15159 4.28605
H 3.18603 -1.06640 2.39894
H 2.46530 2.81933 1.59436
H 1.27908 4.65697 -2.30219
H 0.18730 5.95648 -0.38132
H -2.95418 1.93068 -0.85120
H 0.26024 0.76134 3.58974
H -2.06327 5.58728 0.24616
H -1.28763 4.04717 0.48385
H -2.87223 4.71732 -2.05098
H -0.93461 -4.08408 -1.27676
H 4.32116 -2.95818 1.46795
H 2.56985 -2.45943 -0.09775
H 0.77806 0.92787 -2.85824
H 1.07525 3.70076 -0.82195
H 1.50386 4.57144 3.08467
H -3.89719 2.08660 3.06960
H 2.94451 -1.70817 -1.64877
H 0.18019 -0.44362 4.80092
H -2.19769 0.89446 1.75547
H 4.18494 0.93999 -1.72980
H 4.56305 1.79080 -0.21981
H 6.12039 0.80349 1.40096
H -2.93324 2.43458 -2.54580
H 6.01017 -2.80088 0.96408
H 0.70993 -0.15227 -4.18036
H 3.93611 0.52634 2.37298
H -0.72798 5.95044 -1.86103
H 6.53341 -1.81655 -1.15203
H 7.04600 -0.64982 0.92974
H -1.10073 5.12372 4.24413
H -0.80584 -4.22428 1.50378
H 5.22435 -1.22789 -2.21812
H -3.66662 4.15806 -0.60800
H 6.41335 0.52439 -1.00947
*
```